1.
Density functional theory data (ωB97M-V/def2-TZVPD) for C10H18Br4Cl6O4Sr3 as an isolated structure at a distorted geometry.

```
45
Properties=species:S:1:pos:R:3:forces:R:3
Sr 3.8944 -2.6391 0.9438 -1.81 -2.20 -0.36
Sr 1.4058 -2.4496 -3.1652 -0.99 -1.76 1.10
Sr 3.8170 0.6052 -1.7285 -2.28 1.91 1.23
O 2.8223 -4.9065 0.1430 -1.30 1.34 -0.46
C 1.5837 -5.5414 -0.0243 2.92 0.39 1.08
C 0.5315 -4.9022 -1.1435 0.84 0.55 -3.10
O 1.0525 -4.8759 -2.4620 -0.59 1.19 2.59
H 1.1198 -5.5176 0.9618 -0.95 0.00 -0.33
H 1.7473 -6.5655 -0.3599 -0.17 0.00 -0.32
H 0.2830 -3.8930 -0.8149 0.12 0.31 0.51
H -0.3672 -5.5175 -1.1007 0.20 -0.46 0.25
O 1.7254 1.6742 -0.7315 1.67 -2.70 0.07
C 0.9209 0.6771 -0.0875 0.90 -0.27 -1.53
C 1.5362 -0.7486 0.2002 -0.66 0.19 0.54
O 2.1979 -1.5714 -0.7616 1.78 0.70 -1.88
H 0.0480 0.5282 -0.7230 -0.31 -0.35 -0.19
H 0.4769 0.9137 0.8794 0.41 0.57 0.29
H 0.7396 -1.3403 0.6512 -0.46 -0.05 -0.16
H 2.2286 -0.6655 1.0379 0.59 0.76 0.79
Br -3.7585 2.2936 -1.5940 1.08 -0.68 -0.31
C -2.3696 1.1522 -2.4142 0.05 -1.26 -0.37
C -2.6536 -0.2748 -1.9630 -0.84 0.84 0.83
Br -1.5066 -1.6194 -2.8456 0.13 -0.34 -0.63
H -1.3081 1.2846 -2.2050 -0.26 1.23 0.44
H -2.4783 1.2065 -3.4974 -0.26 0.23 0.11
H -3.6977 -0.5194 -2.1581 0.26 -0.59 -0.18
H -2.3970 -0.4963 -0.9271 -0.26 0.39 -0.02
Br -3.1759 -0.8716 3.3967 0.53 -0.13 -0.04
C -1.6942 0.0932 2.5864 -0.49 0.29 -0.84
C -2.3007 1.2390 1.7739 0.24 1.47 0.79
Br -2.6895 2.7331 3.0188 -0.35 -0.41 -0.35
H -1.1256 -0.5467 1.9117 -0.27 -0.50 -0.07
H -0.9838 0.4012 3.3536 -0.43 0.25 0.04
H -3.2138 1.0542 1.2081 0.04 -0.46 0.42
H -1.6491 1.7918 1.0971 0.50 -0.57 -0.13
C 0.5767 4.7488 -1.7163 0.27 0.27 0.28
Cl 1.3780 5.5459 -0.3653 0.08 -0.16 0.30
Cl 0.3309 5.9855 -2.9640 -0.02 -0.85 0.01
Cl -0.9213 3.9726 -1.2055 -0.32 0.23 0.06
H 1.1902 3.8891 -1.9857 0.11 0.56 -0.51
C 1.2813 2.7209 3.0208 -0.45 1.01 1.19
Cl 2.7436 3.5683 2.4280 -0.63 -0.57 0.33
Cl 0.4216 3.6511 4.3154 0.70 0.03 -1.11
Cl 1.6314 1.1864 3.8327 0.56 -0.59 -0.56
H 0.6060 2.5459 2.1832 0.14 0.20 0.20
```
Positions in Å, forces in eV/Å.

Calculated values
- Total charge: +3
- Spin multiplicity: 2
- HOMO (alpha / beta): -15.417 / -15.417 eV
- Total energy: -13841.0418 Eh
- Expectation value of S²: 0.760
- Lowest unoccupied orbital energy (alpha / beta): -12.0 / -12.0 eV

These are the natural (NBO) partial charges, in e, on atoms 1 to 8:
1 Sr 1.9116
2 Sr 1.8638
3 Sr 1.8541
4 O -0.8525
5 C -0.0422
6 C -0.0819
7 O -0.7149
8 H 0.2036


2.
Density functional theory data (ωB97M-V/def2-TZVPD) for C10H18Cl2InN2 as an isolated structure at a distorted geometry.

```
33
Properties=species:S:1:pos:R:3:forces:R:3
In 1.5809 -0.4702 -0.1737 0.76 -1.53 2.92
Cl 0.3795 -2.6851 -0.3199 0.41 0.10 0.53
Cl 2.7465 0.4015 2.1565 -0.34 -0.32 -0.45
C 3.2483 0.1783 -1.1328 2.73 0.91 -3.01
H 3.3515 1.3091 -1.2738 -0.01 -1.35 0.77
H 3.4564 -0.3214 -2.1549 -0.20 0.49 1.58
C -0.4806 1.1801 -1.5330 -1.35 -0.69 1.46
C 0.5925 0.4163 -1.7911 0.55 1.91 -5.01
H -0.3732 1.9643 -0.8034 0.15 0.68 -0.03
C 0.5107 -0.6903 -2.8759 -0.92 -1.09 -0.53
H 1.6667 1.0779 -2.0571 -1.86 -1.71 1.39
C -0.7110 -0.4370 -3.7993 0.22 0.09 0.50
H 1.4355 -0.7664 -3.4858 -0.38 0.49 0.49
H 0.3671 -1.7357 -2.5144 0.22 0.98 0.26
C -2.0090 -0.2823 -2.9923 -0.12 1.06 0.87
H -0.4477 0.5142 -4.3100 -0.65 -0.56 -0.27
H -0.8933 -1.2934 -4.4805 0.51 0.65 -0.06
C -1.8862 0.8407 -1.8608 -1.29 -0.47 -1.62
H -2.8287 0.0372 -3.6668 0.28 -0.38 0.30
H -2.3175 -1.2183 -2.4761 0.42 0.37 -0.56
H -2.3166 1.7888 -2.2729 -0.03 -0.53 0.32
H -2.5871 0.5052 -1.0447 1.10 0.59 -0.23
C 0.5908 0.9688 4.4364 0.24 0.51 -1.30
N -0.1773 -0.0909 3.7447 0.05 -0.02 2.59
C -0.9419 -0.9946 4.6290 -0.25 -0.52 -1.35
C -0.3637 -0.0977 2.4667 0.06 0.09 -0.17
N -0.5528 -0.0968 1.3281 -0.06 0.22 -0.74
H 0.7266 0.6748 5.4675 0.01 -0.01 0.12
H 0.0695 1.9370 4.3606 0.02 -0.27 0.24
H 1.5656 1.0687 3.9189 -0.49 -0.08 0.44
H -2.0213 -0.9272 4.4049 0.35 0.04 0.26
H -0.6374 -2.0410 4.4523 -0.06 0.38 0.18
H -0.7427 -0.7146 5.6535 -0.07 -0.02 0.09
```
Positions in Å, forces in eV/Å.

Calculated values
- Total charge: -1
- Energy above the lowest of the compared OMol25 structures with the same formula, charge and spin: 2.454 eV
- Spin multiplicity: 1
- HOMO (alpha / beta): -2.057 / -1.133 eV
- Total energy: -1611.7076 Eh
- Lowest unoccupied orbital energy (alpha / beta): 2.8 / 2.8 eV

These are the Löwdin partial charges, in e, on atoms 1 to 8:
1 In 0.3345
2 Cl -0.0881
3 Cl -0.1249
4 C -0.3999
5 H -0.0718
6 H -0.0677
7 C -0.1525
8 C -0.4322


3.
Density functional theory data (ωB97M-V/def2-TZVPD) for a 4-piece molecular cluster, C10H18Cl4O5 overall at a distorted geometry.

```
37
Properties=species:S:1:pos:R:3:forces:R:3
C 2.8854 -0.6474 -0.1716 0.26 0.47 -0.66
Cl 1.9403 0.1132 -1.5288 0.57 -0.43 0.63
Cl 1.8698 -1.7233 0.7756 -0.06 0.08 0.18
H 3.6898 -1.2551 -0.6121 -0.38 0.38 0.14
H 3.2893 0.1727 0.4476 -0.34 -0.54 -0.31
C 3.2829 -3.3554 -2.8903 -0.49 -1.89 0.17
Cl 3.8858 -3.9960 -1.3535 0.20 -0.03 0.49
Cl 4.4487 -2.3723 -3.6759 0.35 0.71 -0.44
H 3.0748 -4.2605 -3.4722 0.16 0.47 -0.15
H 2.3447 -2.8886 -2.6713 -0.24 0.77 -0.07
O 0.4925 4.8834 3.1908 0.27 -1.37 0.15
C 0.8804 3.7593 3.4192 -0.07 1.22 -0.82
O 0.9527 2.7850 2.4636 -0.02 0.15 0.52
C 1.3490 1.5304 3.1146 -1.08 0.44 -1.61
C 2.1702 1.9648 4.2861 0.36 -0.07 0.22
C 1.4336 3.2274 4.7069 -0.80 -0.40 1.30
H 1.7813 0.9118 2.3221 0.37 0.18 0.38
H 0.3958 1.0527 3.3602 0.20 -0.16 0.48
H 3.1612 2.2924 3.9667 0.12 -0.43 -0.07
H 2.2414 1.1411 4.9998 0.11 0.39 0.22
H 1.9896 3.9796 5.2512 0.44 0.14 -0.27
H 0.6019 3.0220 5.4095 0.07 -0.14 -0.52
C -4.4171 -2.6504 -2.0308 2.20 1.11 0.14
C -4.6297 -1.1472 -2.1799 -0.17 0.70 -0.02
O -3.4931 -0.2348 -1.9502 0.02 -1.38 -0.33
C -2.5627 -0.2888 -2.9367 -1.56 -0.40 -0.26
O -2.7183 -0.8560 -3.9838 0.02 -0.31 -0.04
O -1.4968 0.3943 -2.6721 1.59 0.68 0.44
C -1.3903 1.1429 -1.4441 0.05 -0.36 -0.11
H -3.6951 -2.9991 -2.8000 -0.58 0.06 0.46
H -5.3780 -3.0940 -2.1811 -0.50 -0.55 0.12
H -3.9785 -2.8400 -1.0269 -0.53 -0.24 -0.57
H -5.3207 -0.8029 -1.4178 -0.22 0.03 -0.03
H -5.0260 -0.9284 -3.1725 0.01 0.07 0.11
H -0.5153 1.7777 -1.5888 -0.20 -0.08 0.16
H -1.2388 0.4637 -0.5795 -0.21 0.47 -0.53
H -2.3006 1.7255 -1.3738 0.06 0.22 0.51
```
Positions in Å, forces in eV/Å.

Calculated values
- Total charge: 0
- SMILES string: CCOC(=O)OC.O=C1CCCO1.ClCCl.ClCCl
- Spin multiplicity: 1
- HOMO: -10.368 eV
- Total energy: -2608.7966 Eh
- Lowest unoccupied orbital energy: 0.4 eV

These are the natural (NBO) partial charges, in e, on atoms 1 to 8:
1 C -0.3939
2 Cl -0.0519
3 Cl -0.0144
4 H 0.2341
5 H 0.2247
6 C -0.4228
7 Cl -0.0468
8 Cl 0.0198